Version one
Here is a structure of composition C3H2O from the OMol25 dataset. Energies are from the ωB97M-V functional and the def2-TZVPD basis.

The geometry in ORCA input format:
```
! wB97M-V def2-TZVPD RIJCOSX def2/J DEFGRID3
* xyz 0 1
C 0.232 -1.641 0.645
C -0.007 -0.564 0.144
C -0.188 1.334 -0.484
O 0.823 1.900 -0.710
H 0.448 -2.588 0.823
H -1.309 1.560 -0.417
*
```

For the HOMO energy, the calculation gives -10.2 eV. The calculation puts the lowest unoccupied orbital energy at -0.04 eV.

=====

Version two
Here is the molecule C3H2O from the OMol25 dataset. Energies are from the ωB97M-V functional and the def2-TZVPD basis.

The geometry in ORCA input format:
```
! wB97M-V def2-TZVPD RIJCOSX def2/J DEFGRID3
* xyz 0 1
C 0.027 0.635 0.660
C -0.574 1.752 0.718
C 0.097 -0.459 -0.340
O 0.794 -0.455 0.826
H -0.836 -1.151 -0.535
H 0.490 -0.322 -1.329
*
```

For the HOMO energy, the calculation gives -10.2 eV. The calculation puts the lowest unoccupied orbital energy at -0.83 eV.

=====

So which one is most stable? That would be version one, about 171.9 kJ/mol below the next structure.

=====

Version one
Here is a cluster of 2 separate species, C2H3Br2N3 in total from the OMol25 dataset. Energies are from the ωB97M-V functional and the def2-TZVPD basis.

The geometry in ORCA input format:
```
! wB97M-V def2-TZVPD RIJCOSX def2/J DEFGRID3
* xyz 0 1
Br -3.228 -0.528 -0.349
N -1.601 -0.284 0.350
C -0.906 0.930 0.401
N 0.188 0.787 0.981
N 0.425 -0.573 1.170
C -0.618 -1.220 0.809
H -1.262 1.919 0.150
H -0.793 -2.221 1.019
Br 3.593 -0.131 -0.273
H 2.752 -0.445 0.805
*
```

For the HOMO energy, the calculation gives -10.3 eV. The calculation puts the lowest unoccupied orbital energy at -0.11 eV. The SMILES is Brn1cnnc1.Br.

=====

Version two
Here is the molecule C2H3Br2N3 from the OMol25 dataset. Energies are from the ωB97M-V functional and the def2-TZVPD basis.

The geometry in ORCA input format:
```
! wB97M-V def2-TZVPD RIJCOSX def2/J DEFGRID3
* xyz 0 1
H 1.346 -2.550 -0.288
N 0.428 -2.052 -0.181
C 0.515 -0.801 -0.457
Br 1.951 -0.052 -1.499
C -0.660 -0.014 -0.015
Br -2.021 0.064 -1.437
N -0.180 1.345 0.231
N -0.450 1.874 1.357
H -0.076 2.817 1.448
H -0.853 -0.632 0.841
*
```

For the HOMO energy, the calculation gives -9.8 eV. The calculation puts the lowest unoccupied orbital energy at -0.69 eV. The SMILES is [H]/N=C(\Br)[C@H](Br)/N=N/[H].

=====

So which one is most stable? That would be version one, about 57.6 kJ/mol below the next structure.